ORCA calculation (ωB97M-V with the def2-TZVPD basis set) on 2 unconnected molecules or ions with the total composition C4H12 at a distorted geometry.

Geometry as XYZ:
```
16
Properties=species:S:1:pos:R:3:forces:R:3:nbo_charge:R:1
C -0.510795 -2.166597 1.050584 -0.677 0.522 3.080 -0.63
C 0.059829 -2.539254 -0.254643 4.488 3.176 -0.066 -0.61
H -1.570128 -2.236300 1.163392 -1.110 0.530 -0.713 0.21
H -0.302464 -2.748456 1.978847 0.810 -0.604 -1.034 0.21
H -0.197910 -1.191720 1.452549 -0.184 0.098 -0.748 0.21
H 0.379238 -1.592558 -0.919472 -1.202 -2.070 1.318 0.20
H 1.048320 -2.987923 -0.046364 -0.051 0.226 -0.138 0.21
H -0.365975 -3.267134 -0.814606 -2.072 -1.857 -1.705 0.21
C 0.736365 2.029287 0.004861 -0.051 2.326 1.101 -0.62
C -0.349011 2.554627 -0.960203 -2.214 -0.438 2.956 -0.61
H 1.042484 1.110038 -0.502654 0.314 -0.351 1.398 0.21
H 1.581063 2.773172 0.010714 -0.395 -0.899 -0.413 0.20
H 0.425492 2.134912 1.150257 0.391 -1.302 -2.510 0.21
H 0.031633 2.491248 -1.960508 -0.600 -0.340 -0.660 0.21
H -1.385640 2.064121 -0.625995 2.182 0.306 -1.701 0.20
H -0.622502 3.572533 -0.726759 0.374 0.677 -0.166 0.20
```
Forces are in eV/Å.

As for the total charge: 0. For the energy above the lowest of the compared OMol25 structures with the same formula, charge and spin, the calculation gives 36.7 kcal per mole. The value obtained for the HOMO energy is -11.00 eV. The spin multiplicity is 1.

ORCA calculation (ωB97M-V with the def2-TZVPD basis set) on 2 unconnected molecules or ions with the total composition C4H12 at a distorted geometry.

Geometry as XYZ:
```
16
Properties=species:S:1:pos:R:3:forces:R:3:nbo_charge:R:1
C 1.850423 -1.702073 -0.799813 3.290 1.962 -1.885 -0.66
C 1.863892 -0.842449 0.422677 -1.631 5.622 -0.118 -0.65
H 2.885790 -2.154037 -0.874673 -1.768 -1.300 0.472 0.23
H 0.896725 -2.097967 -1.020134 -0.454 -1.785 0.100 0.23
H 2.070927 -1.140971 -1.780963 -0.817 0.336 1.464 0.21
H 0.914043 -0.406837 0.807968 -0.616 -1.111 -0.865 0.21
H 2.209739 0.276896 0.264395 0.476 -2.209 -0.186 0.20
H 2.219791 -1.072481 1.375252 1.546 -1.509 1.039 0.22
C -1.787877 1.905272 0.135780 0.473 1.129 2.689 -0.63
C -1.938885 0.294350 0.245719 2.297 1.614 -2.212 -0.61
H -2.643851 2.287947 0.919931 2.076 -0.452 -2.228 0.20
H -0.761007 2.395949 0.529430 -2.199 -1.507 -0.589 0.20
H -1.884469 2.407086 -0.879815 -0.403 -1.168 1.161 0.22
H -1.105994 -0.267155 -0.362222 -1.664 1.081 1.028 0.20
H -2.891833 0.194754 -0.249333 -0.345 -0.939 0.144 0.21
H -1.897415 -0.078285 1.265799 -0.262 0.233 -0.014 0.21
```
Forces are in eV/Å.

As for the total charge: 0. For the energy above the lowest of the compared OMol25 structures with the same formula, charge and spin, the calculation gives 53.4 kcal per mole. The value obtained for the HOMO energy is -10.79 eV. The spin multiplicity is 1.

ORCA calculation (ωB97M-V with the def2-TZVPD basis set) on 2 unconnected molecules or ions with the total composition C4H12 at a distorted geometry.

Geometry as XYZ:
```
16
Properties=species:S:1:pos:R:3:forces:R:3:nbo_charge:R:1
C 1.591961 0.014004 -1.018233 -1.145 2.158 -0.747 -0.61
C 1.339395 -1.175952 -1.881601 0.449 0.299 -2.209 -0.61
H 2.432638 0.649049 -1.326848 -0.119 -0.315 -0.179 0.21
H 0.684819 0.665774 -1.101302 0.739 -0.276 0.271 0.20
H 1.722556 -0.157662 0.023040 0.166 -0.613 0.844 0.20
H 0.757554 -1.916629 -1.403473 -0.869 -0.738 0.447 0.21
H 2.253321 -1.647332 -2.189386 0.679 -0.447 0.106 0.20
H 0.885108 -0.915334 -2.891742 0.168 -0.103 1.394 0.20
C -0.994399 1.158088 1.311993 -4.256 -0.387 -3.476 -0.59
C -1.934093 -0.002665 1.710602 1.215 0.602 0.882 -0.61
H -0.973386 2.063882 1.813348 -0.063 1.303 1.851 0.21
H -0.068481 0.782920 1.131249 2.813 -0.891 -0.269 0.20
H -1.383844 1.501625 0.288170 0.704 -0.351 1.017 0.19
H -1.433248 -0.476492 2.528825 0.011 -0.508 0.935 0.20
H -2.933739 0.231948 2.040398 -0.277 0.351 -0.163 0.21
H -1.946157 -0.775221 0.964958 -0.215 -0.085 -0.704 0.20
```
Forces are in eV/Å.

As for the total charge: 0. For the energy above the lowest of the compared OMol25 structures with the same formula, charge and spin, the calculation gives 16.1 kcal per mole. The value obtained for the HOMO energy is -11.24 eV. The spin multiplicity is 1.

ORCA calculation (ωB97M-V with the def2-TZVPD basis set) on 2 unconnected molecules or ions with the total composition C4H12 at a distorted geometry.

Geometry as XYZ:
```
16
Properties=species:S:1:pos:R:3:forces:R:3:nbo_charge:R:1
C -0.377822 2.055995 -1.325408 0.161 2.139 3.136 -0.63
C 0.002747 2.330512 0.194025 -1.224 -2.676 0.774 -0.62
H -0.151964 3.102488 -1.531709 -0.466 -0.345 -2.069 0.22
H 0.229823 1.308122 -1.789988 0.395 -0.134 -0.232 0.21
H -1.418369 1.788393 -1.295403 -0.432 0.176 -0.752 0.21
H -0.349822 3.236902 0.680972 0.832 1.003 -1.002 0.21
H -0.643272 1.722354 0.868870 0.821 -0.762 -0.424 0.19
H 1.046704 2.042182 0.321936 -0.084 0.586 0.577 0.21
C -0.035371 -2.644514 -0.105261 3.260 1.512 -1.177 -0.61
C 0.442527 -1.678194 1.053531 -1.359 -3.653 1.047 -0.62
H -0.441179 -2.001691 -0.911311 -0.414 -0.903 0.397 0.21
H 0.901550 -3.097623 -0.536370 -0.864 0.373 0.025 0.20
H -0.594717 -3.499709 0.217574 -0.811 0.058 0.176 0.21
H 0.434201 -0.635338 0.865121 0.373 0.769 -0.416 0.21
H 1.349323 -2.110156 1.561164 -0.684 0.930 -0.625 0.20
H -0.394352 -1.919716 1.732264 0.496 0.927 0.566 0.20
```
Forces are in eV/Å.

As for the total charge: 0. For the energy above the lowest of the compared OMol25 structures with the same formula, charge and spin, the calculation gives 34.1 kcal per mole. The value obtained for the HOMO energy is -10.93 eV. The spin multiplicity is 1.

ORCA calculation (ωB97M-V with the def2-TZVPD basis set) on 2 unconnected molecules or ions with the total composition C4H12 at a distorted geometry.

Geometry as XYZ:
```
16
Properties=species:S:1:pos:R:3:forces:R:3:nbo_charge:R:1
C -1.264979 -0.262340 -1.098980 2.090 0.606 -0.133 -0.63
C -0.987375 1.273419 -1.347104 0.324 -0.795 1.600 -0.62
H -2.233647 -0.649330 -0.763497 -0.179 0.690 -0.579 0.21
H -0.953029 -0.684048 -2.116081 -0.301 -0.386 1.872 0.20
H -0.585004 -0.456827 -0.189155 -1.144 -0.790 -2.547 0.21
H -1.343692 1.852096 -0.475710 -0.706 0.175 -0.839 0.20
H -1.337267 1.566589 -2.353473 0.306 0.409 0.829 0.21
H 0.118469 1.424761 -1.146238 -0.949 -0.267 -1.159 0.20
C 1.722320 -0.746069 0.786866 0.731 0.019 0.796 -0.63
C 0.525257 -0.285131 1.622284 -0.995 -0.350 0.871 -0.62
H 2.227322 -1.663943 1.190056 -0.170 1.132 0.045 0.21
H 1.476832 -1.060222 -0.242955 -0.178 0.604 0.373 0.21
H 2.378113 0.164801 0.806386 0.025 -1.256 -0.497 0.21
H 0.708448 0.354034 2.506783 0.676 -0.316 -0.505 0.21
H -0.133397 -1.076172 2.041404 0.467 0.098 -0.545 0.21
H -0.114772 0.312091 0.985104 0.004 0.428 0.418 0.20
```
Forces are in eV/Å.

As for the total charge: 0. For the energy above the lowest of the compared OMol25 structures with the same formula, charge and spin, the calculation gives 28.1 kcal per mole. The value obtained for the HOMO energy is -10.91 eV. The spin multiplicity is 1.

ORCA calculation (ωB97M-V with the def2-TZVPD basis set) on 2 unconnected molecules or ions with the total composition C4H12 at a distorted geometry.

Geometry as XYZ:
```
16
Properties=species:S:1:pos:R:3:forces:R:3:nbo_charge:R:1
C -0.284641 1.540396 -0.669686 -0.856 -0.591 0.289 -0.62
C 0.313620 2.874573 -0.223205 -0.474 -0.529 0.362 -0.61
H 0.180273 0.914064 -1.438663 0.448 0.702 -0.092 0.21
H -0.417151 0.843640 0.161604 0.114 0.149 0.184 0.20
H -1.298002 1.741481 -1.024525 -0.045 -0.129 -0.062 0.20
H -0.138899 3.149410 0.742610 0.275 -0.161 -0.179 0.20
H -0.027619 3.644208 -0.899035 0.464 0.362 -0.363 0.20
H 1.391819 2.844535 -0.101706 0.081 0.199 -0.130 0.21
C -0.698632 -2.307159 0.205520 0.851 0.152 -0.565 -0.61
C 0.742948 -2.063571 0.697907 -0.353 -0.616 0.097 -0.61
H -1.006042 -1.434107 -0.374341 -0.432 0.024 0.386 0.20
H -0.669828 -3.113027 -0.532446 -0.244 -0.133 0.218 0.20
H -1.390562 -2.542961 1.008702 -0.119 0.024 -0.101 0.21
H 1.283417 -3.014446 0.754682 0.043 0.158 -0.116 0.20
H 0.778643 -1.664330 1.713500 -0.006 0.365 -0.230 0.20
H 1.240657 -1.412704 -0.020920 0.252 0.024 0.304 0.20
```
Forces are in eV/Å.

As for the total charge: 0. For the energy above the lowest of the compared OMol25 structures with the same formula, charge and spin, the calculation gives 6.3 kcal per mole. The value obtained for the HOMO energy is -11.67 eV. The spin multiplicity is 1.